Record 1
ORCA calculation (ωB97M-V/def2-TZVPD) on an isolated molecule of C4H5N.

Output
maximum force: 7.86 eV/Å
SMILES string: N#CC1CC1
ΔE to the lowest compared entry with this formula, charge and spin: 280.6 kJ/mol

```
! RIJCOSX wB97M-V def2-TZVPD def2/J DEFGRID3
* xyz 0 1
H 0.533 -0.141 -1.631
C 0.248 -0.296 0.543
C 0.559 0.407 -0.658
H -0.250 1.573 1.050
H 0.855 -0.149 1.524
N -0.682 -2.514 -0.554
C -0.422 -1.562 0.188
C -0.625 0.969 0.124
H -1.768 0.668 0.025
H 1.552 1.047 -0.611
*
```


Record 2
ORCA calculation (ωB97M-V/def2-TZVPD) on an isolated molecule of C4H5N.

Output
maximum force: 3.60 eV/Å
SMILES string: C=CC=C=N
ΔE to the lowest compared entry with this formula, charge and spin: 243.4 kJ/mol

```
! RIJCOSX wB97M-V def2-TZVPD def2/J DEFGRID3
* xyz 0 1
H -2.112 0.599 0.494
N 2.018 -0.084 1.118
H 2.538 0.826 1.293
C -1.066 0.270 0.498
H 1.030 -1.177 -1.764
C 1.395 -0.247 0.079
H -0.385 0.162 1.308
C 0.687 -0.757 -0.885
C -0.634 -0.184 -0.689
H -1.274 -0.284 -1.519
*
```


Record 3
ORCA calculation (ωB97M-V/def2-TZVPD) on a cluster of 2 separate species, C4H5N2 in total.

Output
maximum force: 3.49 eV/Å
ΔE to the lowest compared entry with this formula, charge and spin: 408.7 kJ/mol

```
! RIJCOSX wB97M-V def2-TZVPD def2/J DEFGRID3
* xyz 1 1
N -0.117 0.902 -1.418
C -1.319 1.134 -0.183
H 0.067 -0.762 -0.112
C 1.321 -1.349 1.220
H -2.302 1.363 -0.287
C -0.736 -0.174 -0.671
C -0.249 1.895 -0.610
N 2.090 -2.042 1.793
H 2.512 -2.875 2.197
H -0.009 2.928 -0.629
H -1.258 -1.020 -1.300
*
```


Record 4
ORCA calculation (ωB97M-V/def2-TZVPD) on an isolated molecule of C4H5N3.

Output
maximum force: 9.17 eV/Å
SMILES string: [H]/N=C(/C#C)NN=C
ΔE to the lowest compared entry with this formula, charge and spin: 648.4 kJ/mol

```
! RIJCOSX wB97M-V def2-TZVPD def2/J DEFGRID3
* xyz 0 1
H 2.184 0.372 0.795
C -1.786 -0.439 -1.049
H -2.924 -0.916 -1.267
H -1.779 2.254 1.162
H 2.290 -1.823 0.083
N 1.056 0.319 0.572
C -1.048 1.290 1.039
C -0.656 -0.482 -0.787
N 1.417 -1.672 -0.627
N 0.184 1.521 0.703
H -1.417 0.339 1.395
C 0.665 -0.603 -0.321
*
```


Record 5
ORCA calculation (ωB97M-V/def2-TZVPD) on a cluster of 3 separate species, C4H5N3 in total.

Output
maximum force: 1.24 eV/Å
ΔE to the lowest compared entry with this formula, charge and spin: 644.4 kJ/mol

```
! RIJCOSX wB97M-V def2-TZVPD def2/J DEFGRID3
* xyz 0 1
H -1.896 0.868 1.354
H -2.043 -0.498 0.189
C 1.065 -0.625 -0.229
C 0.830 1.431 1.844
N 2.758 -1.986 -1.661
H 1.370 -0.250 0.760
H -1.935 1.225 -0.432
C -1.698 0.519 0.353
N -0.092 -0.329 -0.648
H -0.339 -0.671 -1.579
N -0.024 1.699 1.070
C 2.004 -1.385 -1.022
*
```


Record 6
ORCA calculation (ωB97M-V/def2-TZVPD) on an isolated molecule of C4H5N3.

Output
maximum force: 1.94 eV/Å
SMILES string: N#C[C@H]1CN=CN1
ΔE to the lowest compared entry with this formula, charge and spin: 175.0 kJ/mol

```
! RIJCOSX wB97M-V def2-TZVPD def2/J DEFGRID3
* xyz 0 1
N -1.721 -0.080 0.143
N 2.592 -0.735 1.241
N 0.184 1.194 0.034
C -1.140 1.009 0.433
H 0.679 1.919 0.575
C -0.720 -0.914 -0.509
H -0.655 -1.884 -0.024
C 0.662 -0.164 -0.435
H 1.134 -0.438 -1.427
H -1.667 1.792 0.986
C 1.681 -0.615 0.535
H -1.005 -1.077 -1.560
*
```


Record 7
ORCA calculation (ωB97M-V/def2-TZVPD) on an isolated molecule of C4H5N3.

Output
maximum force: 0.75 eV/Å
SMILES string: N/N=C1/C=CC=N1
ΔE to the lowest compared entry with this formula, charge and spin: 260.9 kJ/mol

```
! RIJCOSX wB97M-V def2-TZVPD def2/J DEFGRID3
* xyz 0 1
N 0.251 1.044 -0.016
C -1.935 0.294 0.166
H -3.009 0.423 0.210
H -1.648 -1.827 0.289
C -0.982 1.401 0.041
H -1.271 2.446 0.000
N 2.459 -0.396 -0.113
H 3.214 -0.982 0.206
C -1.209 -0.835 0.202
H 2.640 -0.083 -1.063
C 0.220 -0.374 0.058
N 1.269 -1.111 0.020
*
```


Record 8
ORCA calculation (ωB97M-V/def2-TZVPD) on an isolated molecule of C4H5N3.

Output
maximum force: 0.49 eV/Å
SMILES string: N=C1C=NCN=C1
ΔE to the lowest compared entry with this formula, charge and spin: 181.9 kJ/mol

```
! RIJCOSX wB97M-V def2-TZVPD def2/J DEFGRID3
* xyz 0 1
H -0.517 2.184 0.473
N -2.294 0.030 0.313
C -1.021 0.025 0.324
H -2.648 0.983 0.188
N 0.909 -1.388 -0.014
N 1.072 1.111 -0.221
H -0.812 -2.119 0.817
C -0.124 1.201 0.198
C -0.282 -1.257 0.407
C 1.563 -0.213 -0.556
H 1.536 -0.299 -1.650
H 2.619 -0.255 -0.279
*
```